A structure of composition C19H22GeHgN2O5S. Source: the OMol25 dataset; level of theory: ωB97M-V/def2-TZVPD.

Last column: natural (NBO) charge in e.
Geometry (Å):
Hg: 2.01 -1.45 -0.19  1.28
O: 5.16 0.10 2.01  -1.05
S: 3.78 0.36 1.62  2.57
O: 3.29 1.66 2.12  -1.10
O: 3.65 0.34 0.10  -1.16
O: 2.85 -0.73 2.10  -1.14
N: 1.82 3.56 0.29  -0.72
N: 2.16 2.74 -0.86  -0.73
H: 2.31 3.16 1.09  0.39
H: 0.83 3.39 0.46  0.32
H: 2.63 1.90 -0.52  0.40
H: 2.88 3.26 -1.37  0.32
C: -1.07 3.09 2.78  -0.24
C: -0.04 2.19 3.02  -0.20
C: 0.18 1.12 2.16  -0.23
C: -0.63 0.94 1.03  -0.34
C: -1.65 1.86 0.79  -0.25
C: -1.88 2.92 1.66  -0.25
Ge: -0.28 -0.56 -0.18  0.77
C: -1.01 0.06 -1.92  -0.31
C: -2.04 -0.60 -2.58  -0.26
C: -2.54 -0.13 -3.80  -0.22
C: -1.99 1.01 -4.37  -0.24
C: -0.96 1.67 -3.73  -0.22
C: -0.47 1.21 -2.52  -0.25
C: -1.58 -1.96 0.35  -0.41
C: -1.31 -3.31 0.10  -0.21
C: -2.23 -4.30 0.42  -0.23
C: -3.43 -3.97 1.02  -0.24
C: -3.72 -2.64 1.29  -0.25
C: -2.80 -1.65 0.96  -0.16
H: -1.23 3.93 3.44  0.19
H: 0.63 2.33 3.86  0.22
H: 1.02 0.46 2.34  0.28
H: -2.27 1.76 -0.10  0.20
H: -2.67 3.63 1.45  0.19
H: -2.48 -1.49 -2.14  0.21
H: -3.34 -0.66 -4.29  0.19
H: -2.37 1.37 -5.32  0.19
H: -0.53 2.56 -4.17  0.20
H: 0.35 1.74 -2.03  0.26
H: -0.36 -3.58 -0.35  0.22
H: -1.99 -5.34 0.22  0.20
H: -4.15 -4.74 1.28  0.19
H: -4.65 -2.37 1.77  0.19
H: -3.03 -0.61 1.18  0.20
C: 4.66 -2.83 -0.07  -0.24
O: 3.40 -2.94 -0.67  -0.99
H: 5.06 -1.81 -0.07  0.18
H: 5.37 -3.48 -0.61  0.11
H: 4.65 -3.15 0.98  0.14

Properties
M = 663.7 Da
E_LUMO = 4.58 eV
relative energy (zero: lowest compared OMol25 entry of this formula, charge and spin) = 0.0 kJ/mol
E_tot = -3851.5028 hartree
E_HOMO = -2.13 eV
net charge = -2